16
Properties=species:S:1:pos:R:3:forces:R:3 method="wB97M-V/def2-TZVPD" homo_lumo_gap_ev="8.94 / 8.89" homo_energy_ev="-9.067 / -9.044" molar_mass_g_mol=103.12 de_lowest_kj_mol=771.1 e_tot_ha=-362.7919
C 2.778 -0.077 0.802 0.007 0.320 0.174
C -2.727 0.050 0.254 -0.086 -0.092 -0.039
N -1.580 0.843 -0.117 -0.647 0.460 -1.068
C 0.082 -0.088 -0.404 -2.280 0.736 2.149
C 0.279 -0.378 -1.667 0.173 0.038 -0.178
O 0.031 -0.032 0.833 0.854 -0.105 -1.161
O 1.737 -0.967 0.567 1.876 -1.021 0.151
H -1.446 1.629 0.517 0.142 -0.148 -0.044
H 2.737 0.816 0.160 -0.063 -0.137 0.023
H 2.834 0.240 1.853 -0.032 -0.081 -0.109
H 3.720 -0.599 0.567 -0.204 -0.051 -0.001
H -2.739 -0.868 -0.335 0.014 0.017 0.057
H -3.633 0.618 -0.004 0.088 -0.037 0.034
H -2.787 -0.198 1.318 0.103 0.031 -0.063
H 1.142 -0.959 -1.943 -0.001 -0.024 0.027
H -0.428 -0.030 -2.401 0.056 0.094 0.049

16
Properties=species:S:1:pos:R:3:forces:R:3 method="wB97M-V/def2-TZVPD" homo_lumo_gap_ev=10.27 homo_energy_ev=-9.582 smiles="NC(=O)CCCO" molar_mass_g_mol=103.12 de_lowest_kj_mol=59.3 e_tot_ha=-363.0629
N -1.549 -0.206 -1.754 -0.300 -0.051 0.154
C -1.650 0.273 -0.475 0.306 0.054 -0.157
O -2.660 0.167 0.193 0.164 -0.054 -0.138
C -0.418 1.012 0.041 -0.054 0.149 -0.025
C 0.298 0.271 1.185 -0.117 -0.154 0.157
C 1.579 -0.402 0.728 0.023 0.360 0.288
O 1.268 -1.318 -0.308 0.129 -0.200 -0.194
H -2.298 -0.799 -2.078 0.026 0.058 0.077
H -0.650 -0.343 -2.179 0.107 0.037 0.134
H 0.289 1.213 -0.773 -0.153 -0.016 0.117
H -0.788 1.975 0.407 0.029 -0.153 -0.092
H 0.558 0.976 1.984 -0.051 -0.146 -0.135
H -0.379 -0.477 1.622 0.147 0.194 -0.065
H 2.269 0.376 0.361 -0.023 -0.167 0.033
H 2.057 -0.916 1.572 -0.067 0.071 -0.097
H 2.074 -1.801 -0.525 -0.165 0.019 -0.057

16
Properties=species:S:1:pos:R:3:forces:R:3 method="wB97M-V/def2-TZVPD" homo_lumo_gap_ev=10.60 homo_energy_ev=-9.740 smiles="CCNC(=O)OC" molar_mass_g_mol=103.12 de_lowest_kj_mol=268.5 e_tot_ha=-362.9833
C -0.951 -0.195 1.994 -0.876 -2.423 -0.551
C 0.512 0.040 1.799 -0.449 0.457 0.425
N 0.827 -0.598 0.535 -2.000 -1.881 -0.069
C 0.406 0.186 -0.557 -0.572 -0.143 -0.091
O -0.305 1.172 -0.517 0.711 -0.192 -0.041
O 0.850 -0.349 -1.697 -0.026 -0.078 0.097
C 0.309 0.248 -2.872 -0.063 0.093 -0.293
H -1.519 0.433 1.297 0.084 -0.155 0.382
H -1.077 -1.379 1.451 -0.759 2.725 2.536
H -1.259 -0.025 3.041 -0.337 -0.669 -0.523
H 0.550 1.138 1.814 0.837 -0.202 -0.464
H 1.152 -0.360 2.595 -0.239 0.014 -0.213
H -0.032 -1.470 0.625 3.631 2.485 -1.219
H 0.756 -0.295 -3.703 -0.082 0.090 0.058
H -0.780 0.145 -2.883 0.144 0.012 -0.032
H 0.561 1.309 -2.921 -0.006 -0.132 -0.003

16
Properties=species:S:1:pos:R:3:forces:R:3 method="wB97M-V/def2-TZVPD" homo_lumo_gap_ev=10.35 homo_energy_ev=-9.395 smiles="COCCNC=O" molar_mass_g_mol=103.12 de_lowest_kj_mol=267.0 e_tot_ha=-362.9838
C 1.878 -0.955 0.068 0.038 0.018 0.046
O 0.697 -0.826 -0.720 -0.144 0.276 -0.418
C -0.589 -1.027 -0.174 -0.802 0.378 -0.731
C -1.608 0.347 -0.552 0.575 -0.912 0.468
N -0.837 1.541 -0.325 0.256 -0.042 0.341
C -0.076 1.432 0.785 0.157 0.184 0.405
O -0.338 0.613 1.647 0.343 1.016 0.510
H 1.798 -0.500 1.064 -0.234 -0.106 -0.204
H 2.222 -1.996 0.190 -0.393 0.135 -0.113
H 2.661 -0.427 -0.489 -0.192 -0.093 0.119
H -0.454 -1.394 0.870 -0.779 0.998 -0.585
H -1.110 -1.829 -0.675 0.068 -0.437 -0.622
H -2.462 0.328 0.132 0.254 -0.244 0.155
H -2.077 0.508 -1.555 0.821 -1.157 0.432
H -0.513 2.112 -1.093 0.019 -0.311 0.143
H 0.811 2.073 0.826 0.013 0.297 0.054

16
Properties=species:S:1:pos:R:3:forces:R:3 method="wB97M-V/def2-TZVPD" homo_lumo_gap_ev=9.84 homo_energy_ev=-9.079 smiles="CN[C@H](C=O)CO" molar_mass_g_mol=103.12 de_lowest_kj_mol=221.0 e_tot_ha=-363.0013
C 1.795 0.855 0.515 -1.090 0.088 -1.012
N 1.277 -0.307 -0.219 -0.027 -0.116 0.642
C -0.139 -0.411 -0.424 -0.626 0.197 -0.537
C -0.898 -1.073 0.711 -0.448 -0.435 0.661
O -2.250 -1.358 0.402 -0.263 -0.077 -0.632
C -0.787 0.885 -0.892 -0.241 0.532 -0.138
O -1.826 1.331 -0.475 -0.099 -0.066 0.202
H 2.679 0.557 1.061 0.152 0.282 0.231
H 0.998 1.234 1.161 0.277 -0.338 0.396
H 1.966 1.705 -0.162 0.507 -0.115 0.146
H 1.805 -0.553 -1.027 0.339 -0.005 -0.373
H -0.368 -1.036 -1.299 0.461 -0.262 -0.049
H -0.476 -2.050 0.942 0.439 0.080 -0.191
H -0.871 -0.522 1.650 0.224 0.491 0.003
H -2.597 -0.695 -0.209 0.037 0.096 0.446
H -0.308 1.437 -1.736 0.357 -0.351 0.205

16
Properties=species:S:1:pos:R:3:forces:R:3 method="wB97M-V/def2-TZVPD" homo_lumo_gap_ev=3.13 homo_energy_ev=-7.277 molar_mass_g_mol=103.12 de_lowest_kj_mol=735.5 e_tot_ha=-362.8054
C -0.142 -1.965 0.559 -0.633 0.757 -0.297
C -0.478 2.284 0.484 -0.176 0.465 0.230
C -0.084 2.759 1.729 -0.056 -0.256 -0.233
O 0.307 1.822 -0.374 0.029 -0.681 -0.005
C 0.953 -2.005 -0.310 1.389 -0.314 0.212
N 0.884 -2.424 -1.536 -0.515 0.014 0.306
O -1.100 -0.294 -1.987 -1.014 0.018 -0.418
H -0.395 -0.885 -1.728 0.212 0.143 -0.044
H -0.002 -1.804 1.619 0.035 0.046 -0.061
H -1.549 2.367 0.242 -0.061 -0.110 -0.005
H 0.967 2.717 1.974 0.010 0.088 0.200
H -0.823 3.142 2.419 0.131 0.084 0.056
H -1.109 0.474 -1.410 0.607 0.014 0.034
H 1.912 -1.707 0.125 -0.030 -0.123 0.007
H 1.806 -2.460 -1.962 0.067 0.168 -0.053
H -1.147 -2.020 0.156 0.003 -0.313 0.071

16
Properties=species:S:1:pos:R:3:forces:R:3 method="wB97M-V/def2-TZVPD" homo_lumo_gap_ev=6.34 homo_energy_ev=-9.942 molar_mass_g_mol=103.12 de_lowest_kj_mol=746.9 e_tot_ha=-362.8011
C 0.219 -1.101 -0.450 1.482 -1.540 -0.337
N 0.602 -1.188 1.020 -0.858 0.088 -1.476
C 0.086 0.051 1.734 -1.859 0.767 -3.294
O 0.725 1.182 1.437 -0.359 -1.512 1.322
O -1.227 -0.036 1.721 1.877 0.441 1.342
C 0.288 0.226 -1.238 0.001 0.313 2.312
C -1.006 1.027 -1.019 -0.712 0.488 1.294
H 1.097 -1.653 -0.829 -0.686 -0.319 -0.399
H -0.693 -1.718 -0.623 0.375 0.769 0.268
H 1.597 -1.336 0.968 0.474 0.740 0.805
H 0.477 -0.084 2.770 0.003 0.280 0.844
H 0.809 0.145 -2.197 -1.008 -0.264 -0.243
H 1.025 0.755 -0.626 0.286 0.317 -0.250
H -0.989 1.998 -1.581 -0.137 -0.778 0.708
H -1.945 0.442 -1.282 1.161 0.737 0.214
H -1.065 1.289 0.195 -0.039 -0.528 -3.109

16
Properties=species:S:1:pos:R:3:forces:R:3 method="wB97M-V/def2-TZVPD" homo_lumo_gap_ev="9.02 / 8.28" homo_energy_ev="-10.169 / -8.778" molar_mass_g_mol=103.12 de_lowest_kj_mol=576.7 e_tot_ha=-362.8659
C 0.775 -0.308 -0.532 -0.442 0.211 0.357
C 1.354 1.046 -0.759 0.106 0.198 -0.041
C 1.329 -1.138 0.573 0.114 -0.128 0.161
C -1.084 0.199 0.249 0.377 -0.416 -0.945
O -1.670 -0.302 -0.699 0.516 0.131 0.491
O -3.486 0.132 -0.127 -0.873 0.128 0.080
N -1.029 0.814 1.313 0.411 -0.086 -0.012
H -3.816 -0.755 -0.334 0.057 -0.021 -0.047
H 0.524 -0.855 -1.436 -0.101 0.055 0.083
H -1.949 1.067 1.674 0.049 -0.072 -0.131
H 2.374 -1.394 0.342 -0.106 0.056 0.001
H 1.319 -0.597 1.522 -0.010 -0.022 -0.079
H 1.366 1.634 0.161 -0.010 -0.059 -0.056
H 2.394 0.939 -1.104 -0.105 -0.024 0.051
H 0.813 1.595 -1.532 0.011 -0.020 0.069
H 0.786 -2.078 0.688 0.007 0.070 0.019

16
Properties=species:S:1:pos:R:3:forces:R:3 method="wB97M-V/def2-TZVPD" homo_lumo_gap_ev=10.58 homo_energy_ev=-9.868 smiles="C[C@@H](O)CNC=O" molar_mass_g_mol=103.12 de_lowest_kj_mol=88.0 e_tot_ha=-363.0520
C 0.875 1.085 1.577 0.045 0.005 0.047
C 0.535 0.456 0.238 -0.188 0.065 0.278
O 1.688 0.438 -0.565 0.024 0.039 -0.147
C -0.096 -0.957 0.332 0.084 0.026 0.097
N -1.257 -1.055 -0.554 -0.119 0.156 -0.091
C -1.260 -0.492 -1.785 0.098 -0.015 -0.117
O -0.265 -0.183 -2.422 -0.320 -0.130 0.228
H -0.033 1.207 2.179 0.169 -0.071 -0.052
H 1.297 2.078 1.394 -0.018 -0.149 0.070
H 1.607 0.500 2.142 -0.084 -0.004 -0.091
H -0.233 1.098 -0.219 0.125 0.013 0.019
H 1.363 0.190 -1.449 0.178 0.049 0.081
H 0.664 -1.706 0.083 -0.127 0.154 -0.059
H -0.452 -1.181 1.341 0.044 0.097 -0.110
H -2.159 -1.184 -0.124 0.045 0.025 -0.056
H -2.274 -0.293 -2.169 0.043 -0.261 -0.096

16
Properties=species:S:1:pos:R:3:forces:R:3 method="wB97M-V/def2-TZVPD" homo_lumo_gap_ev=9.65 homo_energy_ev=-8.832 smiles=N[C@]1(O)C[C@H]1CO molar_mass_g_mol=103.12 de_lowest_kj_mol=260.9 e_tot_ha=-362.9862
N 0.343 -1.900 1.450 0.032 -0.075 -0.271
C 0.516 -0.605 0.849 -0.406 0.118 -0.304
O 1.762 -0.042 1.144 -0.030 0.215 -0.237
C -0.705 0.220 0.804 -0.217 0.148 0.305
C -0.165 -0.268 -0.523 -0.205 -0.123 -0.002
C -0.039 0.882 -1.531 0.517 -0.258 0.201
O -1.380 1.341 -1.713 0.031 0.178 -0.148
H 1.190 -2.245 1.890 -0.041 0.171 -0.360
H -0.397 -1.895 2.146 0.199 0.115 -0.166
H -1.643 -0.182 1.168 0.068 0.037 0.117
H -0.543 1.277 0.982 -0.162 -0.041 -0.050
H 2.145 0.175 0.288 0.237 0.043 0.199
H -0.663 -1.126 -0.969 -0.047 0.060 0.226
H 0.584 1.710 -1.153 -0.028 -0.262 0.074
H 0.373 0.570 -2.504 -0.009 -0.118 0.296
H -1.379 2.087 -2.328 0.061 -0.208 0.120

16
Properties=species:S:1:pos:R:3:forces:R:3 method="wB97M-V/def2-TZVPD" homo_lumo_gap_ev=10.31 homo_energy_ev=-9.705 smiles="C[C@@H](C=O)NCO" molar_mass_g_mol=103.12 de_lowest_kj_mol=320.6 e_tot_ha=-362.9634
O 1.642 -2.092 0.321 -1.954 1.763 -0.261
C 1.271 -1.053 -0.240 3.036 -2.126 0.145
C -0.094 -0.524 -0.452 -3.673 0.414 -1.252
C -0.285 -0.099 -2.005 0.632 -0.526 0.939
N -0.654 0.719 0.228 3.015 -0.213 0.559
C -0.117 0.859 1.641 -1.148 -1.783 -0.474
O -1.109 0.565 2.587 -0.720 0.158 0.610
H 2.114 -0.650 -0.825 -0.271 1.097 -0.095
H -0.778 -1.389 -0.163 0.703 1.013 -0.457
H -1.271 -0.365 -2.471 1.308 -0.273 0.434
H -0.265 0.985 -1.973 -0.088 0.179 -0.321
H 0.655 -0.330 -2.553 -1.067 -0.459 -0.181
H -0.408 1.542 -0.416 -0.272 -1.452 1.996
H 0.784 0.273 1.978 -0.469 0.309 -1.294
H 0.028 1.856 1.861 0.838 2.278 -0.043
H -1.512 -0.295 2.481 0.130 -0.381 -0.306

16
Properties=species:S:1:pos:R:3:forces:R:3 method="wB97M-V/def2-TZVPD" homo_lumo_gap_ev=9.71 homo_energy_ev=-8.885 smiles="CC[C@@H](N)C(=O)O" molar_mass_g_mol=103.12 de_lowest_kj_mol=120.0 e_tot_ha=-363.0398
O -2.244 -1.174 0.484 -0.229 0.595 -0.249
C -1.231 -0.836 1.028 0.952 -0.931 -0.730
O -0.942 -1.294 2.269 0.591 0.856 0.234
C -0.006 -0.025 0.412 -1.784 -2.718 1.265
C -0.014 -0.215 -1.072 2.223 0.956 -1.197
C 1.355 0.353 -1.577 0.681 1.158 -0.991
N -0.201 1.278 0.873 -0.111 1.965 0.932
H -1.745 -1.674 2.632 -0.375 -0.313 0.038
H 0.858 -0.591 0.847 -0.108 0.755 -0.323
H 0.051 -1.276 -1.329 -0.624 0.133 0.155
H -0.833 0.297 -1.581 -0.143 -0.297 0.243
H 1.616 1.411 -1.341 -0.673 -0.590 0.523
H 1.572 0.402 -2.663 -0.887 -0.581 0.230
H 2.189 -0.228 -1.206 0.090 -0.290 0.429
H -0.121 2.140 0.362 0.259 -0.510 -0.461
H -0.303 1.433 1.862 0.140 -0.190 -0.096

16
Properties=species:S:1:pos:R:3:forces:R:3 method="wB97M-V/def2-TZVPD" homo_lumo_gap_ev=11.03 homo_energy_ev=-9.983 molar_mass_g_mol=103.12 de_lowest_kj_mol=166.1 e_tot_ha=-363.0223
C 2.801 0.251 0.738 0.040 -0.052 0.062
C 1.369 -0.050 0.405 -0.142 -0.094 0.043
N 0.674 -1.040 0.797 0.377 0.170 -0.016
C -1.555 0.448 -1.897 0.190 0.292 0.056
O -0.937 1.305 -1.312 -0.294 -0.352 -0.276
O -2.429 -0.391 -1.356 0.104 0.053 -0.089
C -2.541 -0.309 0.076 -0.030 -0.023 0.253
H 3.243 -0.512 1.388 -0.087 0.101 -0.095
H 3.399 0.330 -0.178 -0.109 -0.006 0.118
H 2.856 1.224 1.240 0.029 -0.120 -0.065
H 0.864 0.677 -0.236 0.087 -0.089 0.099
H -1.471 0.256 -2.977 -0.050 0.037 0.100
H 1.233 -1.658 1.394 -0.048 0.051 -0.060
H -3.365 -0.971 0.343 0.118 0.096 -0.050
H -1.601 -0.646 0.524 -0.197 0.078 -0.033
H -2.756 0.717 0.381 0.011 -0.141 -0.047

16
Properties=species:S:1:pos:R:3:forces:R:3 method="wB97M-V/def2-TZVPD" homo_lumo_gap_ev=9.75 homo_energy_ev=-8.966 smiles="O=CCCNCO" molar_mass_g_mol=103.12 de_lowest_kj_mol=199.8 e_tot_ha=-363.0094
C 0.216 -0.016 0.430 -0.536 0.465 -0.103
C 1.415 0.301 -0.441 0.138 -1.994 -0.460
C 2.690 -0.358 0.023 -0.574 0.446 0.034
O 2.688 -1.362 0.679 0.284 -0.159 0.170
N -0.928 0.761 0.015 0.393 -0.452 -0.805
C -2.233 0.276 0.262 -0.795 0.503 0.301
O -3.112 0.377 -0.858 0.439 -0.014 -0.100
H 0.431 0.165 1.467 0.455 0.029 0.726
H -0.069 -1.062 0.354 0.278 -0.164 -0.066
H 1.244 -0.227 -1.394 -0.027 0.246 -0.106
H 1.561 1.314 -0.722 0.051 1.137 0.148
H 3.617 0.132 -0.314 0.297 -0.117 -0.002
H -0.738 1.726 -0.189 -0.469 0.193 0.248
H -2.776 0.813 1.053 0.114 -0.026 -0.091
H -2.142 -0.763 0.585 0.083 -0.102 -0.015
H -2.588 0.134 -1.634 -0.131 0.007 0.123

16
Properties=species:S:1:pos:R:3:forces:R:3 method="wB97M-V/def2-TZVPD" homo_lumo_gap_ev=10.07 homo_energy_ev=-9.802 molar_mass_g_mol=103.12 de_lowest_kj_mol=327.9 e_tot_ha=-362.9606
C -2.101 -0.784 -0.403 0.009 -0.082 0.081
C -0.708 -0.155 -0.569 0.252 -0.492 0.316
O -0.901 1.073 -1.212 0.209 0.109 0.184
C -0.037 -0.066 0.800 0.419 -0.553 0.078
N 1.969 -0.386 0.726 -0.689 0.718 -0.193
C 2.277 0.808 0.273 -0.167 0.323 -0.095
O 1.373 1.632 0.070 0.749 0.651 -0.403
H -2.041 -1.794 0.013 0.016 0.122 -0.034
H -2.576 -0.845 -1.388 0.164 0.046 0.166
H -2.749 -0.170 0.234 0.213 -0.050 -0.063
H -0.092 -0.835 -1.170 -0.031 0.011 -0.145
H -0.081 1.577 -1.075 -0.043 0.029 -0.006
H -0.343 0.845 1.345 0.863 -0.527 -0.173
H -0.092 -0.958 1.391 -0.350 -0.355 0.095
H 2.771 -1.031 0.895 -1.360 0.322 0.044
H 3.330 1.089 0.070 -0.253 -0.273 0.149